Entry from the OMol25 dataset: a molecular structure, C32H24BrN8O7Ta (ωB97M-V/def2-TZVPD).

Last column: Mulliken charge in e.
Element x y z (Å)
Ta 0.604 -0.276 -0.057  0.625
C -3.020 2.275 -5.946  -1.488
C -2.527 1.746 -4.630  0.092
C -3.384 1.524 -3.559  -1.455
C -2.902 1.059 -2.353  -0.952
C -1.553 0.774 -2.167  2.355
N -1.072 0.257 -0.937  0.748
C -1.912 0.418 0.226  -0.745
C -3.038 -0.388 0.434  -0.769
C -3.904 -0.155 1.477  -0.980
C -3.684 0.896 2.375  0.404
C -4.578 1.101 3.559  -1.582
C -2.574 1.705 2.177  -0.541
C -1.708 1.479 1.124  1.001
N -0.549 2.301 1.017  0.367
C -0.372 3.584 1.372  -0.007
C 0.974 3.870 1.275  -1.431
C 1.571 2.686 0.859  -0.275
N 0.643 1.739 0.704  -0.060
C -0.680 1.018 -3.229  1.219
C -1.174 1.501 -4.433  -1.257
N 0.741 0.840 -3.103  0.095
C 1.641 1.074 -4.077  -0.034
C 2.894 1.147 -3.518  -1.242
C 2.690 0.929 -2.166  -0.369
N 1.388 0.727 -1.905  0.063
H -4.107 2.272 -5.989  0.395
H -2.644 1.677 -6.776  0.377
H -2.681 3.301 -6.099  0.328
H -4.443 1.724 -3.667  0.386
H -3.594 0.916 -1.536  0.432
H -3.244 -1.178 -0.276  0.901
H -4.769 -0.793 1.606  0.502
H -5.605 0.821 3.331  0.428
H -4.559 2.134 3.900  0.405
H -4.236 0.472 4.384  0.310
H -2.344 2.479 2.898  0.457
H -1.206 4.202 1.661  0.575
H 1.455 4.811 1.479  0.464
H 2.607 2.467 0.659  0.590
H -0.506 1.729 -5.250  0.310
H 1.348 1.181 -5.105  0.494
H 3.826 1.328 -4.024  0.503
H 3.414 0.845 -1.376  0.483
O 4.010 -2.038 0.472  -0.524
C 3.185 -1.334 0.966  -0.269
O 2.563 -0.346 0.240  -0.455
C 2.758 -1.395 2.395  1.427
C 3.677 -1.732 3.375  -0.834
C 3.270 -1.733 4.694  -0.602
C 1.981 -1.409 5.067  -0.540
C 1.083 -1.073 4.076  -0.262
C 1.436 -1.095 2.734  0.136
O 0.509 -0.918 1.762  0.204
N -0.281 -0.694 4.470  0.867
O -0.781 0.243 3.871  -0.526
O -0.795 -1.312 5.368  -0.546
N 4.245 -2.091 5.748  1.023
O 5.364 -2.363 5.382  -0.582
O 3.848 -2.052 6.890  -0.588
H 4.695 -1.991 3.117  0.646
H 1.685 -1.421 6.107  0.654
Br -1.171 -3.074 0.130  0.105
C 0.253 -3.287 -1.076  0.664
C 0.461 -4.494 -1.706  -0.832
C 1.564 -4.605 -2.537  -0.238
C 2.413 -3.516 -2.687  -1.074
C 2.127 -2.350 -2.017  0.007
N 1.041 -2.215 -1.226  0.157
H -0.214 -5.319 -1.532  0.490
H 1.765 -5.539 -3.044  0.449
H 3.298 -3.570 -3.303  0.481
H 2.784 -1.496 -2.078  0.441

Energy relative to the best compared isomer or geometry (same formula, charge and spin)   0.000 eV
F_max   0.52 eV/Å
HOMO level   -14.0 eV
Total charge   +2
Kohn-Sham gap   0.257 Ha

Entry from the OMol25 dataset: a molecular structure, C32H24ClMnN5O4S3 (ωB97M-V/def2-TZVPD).

Last column: Mulliken spin population.
Element x y z (Å)
Mn -0.953 -0.778 -0.219  4.750
Cl -4.521 3.878 4.040  0.000
C -4.099 2.567 2.963  0.003
C -4.907 2.302 1.865  0.004
C -4.568 1.262 1.024  0.005
C -3.395 0.479 1.199  -0.006
O -3.119 -0.464 0.389  0.021
C -2.568 0.807 2.344  0.032
C -1.362 0.127 2.624  0.022
N -0.787 -0.758 1.831  0.013
C 0.262 -1.537 2.245  -0.012
C 0.916 -1.492 3.484  0.006
C 1.918 -2.397 3.785  -0.006
C 2.287 -3.389 2.897  0.010
C 1.666 -3.473 1.639  -0.017
C 2.006 -4.434 0.669  0.023
C 1.327 -4.435 -0.531  -0.005
C 0.339 -3.489 -0.769  0.050
N 0.012 -2.533 0.103  0.047
C 0.660 -2.530 1.300  -0.051
C -2.965 1.836 3.215  0.006
H -5.777 2.918 1.674  0.000
H -5.182 1.058 0.158  0.000
H -0.889 0.386 3.568  -0.009
H 0.670 -0.723 4.200  0.000
H 2.418 -2.329 4.743  -0.001
H 3.068 -4.096 3.146  0.000
H 2.793 -5.148 0.876  0.001
H 1.558 -5.162 -1.298  -0.001
H -0.220 -3.510 -1.693  -0.004
H -2.340 2.071 4.065  0.001
S 2.669 -0.661 -0.202  0.018
C 3.552 0.031 1.098  -0.005
C 4.881 -0.366 1.318  -0.001
C 5.649 0.173 2.324  0.001
C 5.104 1.139 3.169  0.000
C 3.804 1.542 2.986  0.001
C 3.007 1.021 1.958  0.007
S 1.430 1.650 1.768  0.005
H 5.301 -1.116 0.662  0.001
H 6.679 -0.139 2.461  0.000
H 5.700 1.580 3.961  0.000
H 3.357 2.292 3.625  0.000
C -0.495 4.176 -1.451  0.004
N -0.953 3.510 -0.249  0.008
C -0.879 4.171 1.044  0.002
C -0.963 2.208 -0.259  0.120
N -1.030 1.052 -0.288  -0.063
H -1.158 5.016 -1.678  0.001
H -0.525 3.453 -2.270  -0.002
H 0.528 4.548 -1.343  0.001
H -0.625 5.221 0.900  0.000
H -0.123 3.695 1.676  0.000
H -1.847 4.096 1.547  0.001
O -2.031 -2.058 -2.043  0.015
C -1.365 -1.342 -2.821  -0.064
N -0.462 -0.472 -2.343  0.032
S 0.020 0.553 -3.517  0.014
O 1.444 0.723 -3.636  0.002
O -0.711 1.809 -3.453  0.001
C -0.643 -0.406 -4.882  0.006
C -0.512 -0.310 -6.241  -0.002
C -1.190 -1.233 -7.038  0.002
C -2.001 -2.210 -6.451  -0.001
C -2.145 -2.289 -5.084  0.002
C -1.443 -1.386 -4.280  0.010
H 0.106 0.462 -6.679  0.000
H -1.094 -1.184 -8.112  0.000
H -2.513 -2.919 -7.088  0.000
H -2.768 -3.041 -4.626  0.002

Energy relative to the best compared isomer or geometry (same formula, charge and spin)   3.579 eV
F_max   5.50 eV/Å
Spin multiplicity   6
HOMO level (alpha / beta)   0.3 / 0.3 eV
Total charge   -2
Kohn-Sham gap (alpha / beta)   0.137 / 0.137 Ha

Entry from the OMol25 dataset: a molecular structure, C32H24CrN3O11PS (ωB97M-V/def2-TZVPD).

Last column: Mulliken spin population.
Element x y z (Å)
Cr 0.757 -0.353 -0.508  3.058
O 0.367 -3.638 -2.205  0.005
S 0.000 -2.410 -2.866  0.020
O 0.094 -2.383 -4.295  -0.001
O 0.698 -1.223 -2.273  0.017
C -1.755 -2.206 -2.507  -0.013
C -2.524 -3.248 -3.034  -0.001
C -3.891 -3.278 -2.847  0.000
C -4.517 -2.264 -2.131  0.000
C -3.768 -1.226 -1.613  0.000
C -2.380 -1.178 -1.790  0.013
P -1.475 0.240 -1.104  -0.063
C -2.337 0.614 0.460  -0.007
C -2.712 1.899 0.832  -0.005
C -3.228 2.137 2.101  0.002
C -3.372 1.096 3.003  -0.003
C -3.006 -0.194 2.635  0.004
C -2.487 -0.433 1.374  0.014
C -1.748 1.612 -2.241  0.009
C -2.577 1.487 -3.354  -0.001
C -2.725 2.555 -4.225  0.001
C -2.046 3.743 -3.994  -0.001
C -1.207 3.865 -2.895  0.000
C -1.048 2.800 -2.025  0.006
H -2.021 -4.026 -3.595  0.000
H -4.474 -4.093 -3.259  0.000
H -5.589 -2.282 -1.981  0.000
H -4.255 -0.432 -1.060  0.000
H -2.614 2.718 0.129  0.000
H -3.519 3.141 2.382  0.000
H -3.773 1.286 3.991  0.000
H -3.130 -1.014 3.332  0.000
H -2.201 -1.439 1.086  -0.002
H -3.096 0.557 -3.545  0.000
H -3.366 2.455 -5.092  0.000
H -2.153 4.570 -4.685  0.000
H -0.650 4.780 -2.734  0.000
H -0.355 2.874 -1.195  0.001
O 6.390 4.267 1.202  0.001
N 5.826 3.268 1.599  0.000
O 6.065 2.720 2.661  0.001
C 4.725 2.732 0.799  0.007
C 4.028 1.622 1.269  0.005
C 3.011 1.159 0.497  0.065
C 2.583 1.739 -0.731  -0.013
O 1.591 1.185 -1.354  -0.098
C 3.320 2.876 -1.135  0.002
C 4.376 3.351 -0.377  -0.003
N 3.000 3.610 -2.363  -0.001
O 1.951 3.362 -2.917  0.001
O 3.736 4.534 -2.667  0.002
N 2.106 0.095 0.849  0.018
O 0.872 0.589 1.180  -0.009
O 2.696 -0.809 1.804  0.038
H 4.311 1.142 2.193  0.002
H 4.928 4.215 -0.715  0.000
C 0.309 -4.380 0.901  -0.007
C 0.673 -2.970 1.257  0.073
O 0.399 -2.082 0.445  0.024
C 1.298 -2.662 2.534  0.252
C 1.770 -1.261 2.805  -0.035
C 2.411 -1.068 4.131  0.292
C 2.407 -2.031 5.077  -0.073
C 1.860 -3.312 4.798  0.337
C 1.348 -3.606 3.535  -0.070
H 0.133 -4.426 -0.172  0.003
H -0.607 -4.671 1.425  0.007
H 1.101 -5.071 1.186  0.002
H 0.895 -0.597 2.757  0.078
H 2.870 -0.103 4.307  0.022
H 2.848 -1.838 6.047  -0.001
H 1.876 -4.081 5.559  0.015
H 0.976 -4.604 3.346  0.011

F_max   1.11 eV/Å
Spin multiplicity   5
HOMO level (alpha / beta)   -8.7 / -9.1 eV
Kohn-Sham gap (alpha / beta)   0.295 / 0.244 Ha

Number 1: E -131405.3111 eV. Number 2: E -125564.0219 eV. Number 3: E -109104.5120 eV.